Computed, not measured: C43H63N2O4PPt as an isolated structure, with ωB97M-V with the def2-TZVPD basis set.

Structure (XYZ):
```
114
C43H63N2O4PPt | the Open Molecules 2025 dataset | ωB97M-V with the def2-TZVPD basis set
Pt 0.219 0.803 0.911
N -0.051 3.086 1.649
C 1.199 3.846 1.499
C 2.372 2.961 1.827
O 3.423 3.393 2.220
N 2.118 1.603 1.649
C 2.895 0.666 2.258
C 1.784 0.012 3.591
O 2.457 -0.334 4.513
O 0.618 0.092 3.176
H -0.836 3.589 1.264
H -0.244 2.926 2.632
H 1.246 4.722 2.138
H 1.298 4.175 0.469
H 3.784 1.029 2.756
H 3.010 -0.283 1.731
C 4.569 2.925 -2.880
C 4.038 3.047 -1.439
C 3.983 4.516 -1.009
C 2.711 2.326 -1.380
C 1.547 2.893 -1.855
C 0.348 2.189 -1.932
C -0.690 2.765 -2.866
C -0.846 4.296 -2.785
C -0.264 2.392 -4.304
C 0.243 0.834 -1.399
C 1.522 0.159 -1.234
C 2.665 0.950 -1.082
C 1.799 -1.302 -1.583
C 2.321 -1.318 -3.036
C 2.832 -2.019 -0.699
C -1.049 0.041 -1.662
C -1.151 -0.589 -2.903
C -2.254 -1.346 -3.269
C -3.296 -1.522 -2.371
C -3.225 -0.916 -1.128
C -2.141 -0.112 -0.758
P -2.252 0.710 0.895
C -3.459 2.163 0.707
C -4.795 1.736 0.089
C -3.679 2.830 2.073
C -2.847 3.193 -0.232
C -2.932 -0.388 2.298
C -2.472 0.266 3.620
C -4.458 -0.549 2.313
C -2.320 -1.788 2.235
H 5.552 3.398 -2.951
H 3.896 3.427 -3.584
H 4.670 1.879 -3.187
H 4.734 2.518 -0.783
H 3.316 5.102 -1.651
H 4.978 4.955 -1.096
H 3.671 4.624 0.030
H 1.584 3.897 -2.264
H -1.632 2.268 -2.691
H -0.117 4.795 -3.429
H -0.716 4.689 -1.774
H -1.836 4.593 -3.137
H 0.745 2.758 -4.519
H -0.954 2.858 -5.013
H -0.284 1.313 -4.475
H 3.606 0.453 -0.863
H 0.868 -1.855 -1.577
H 3.320 -0.872 -3.087
H 1.680 -0.768 -3.729
H 2.397 -2.349 -3.387
H 3.845 -1.661 -0.896
H 2.825 -3.088 -0.932
H 2.621 -1.910 0.362
H -0.337 -0.477 -3.610
H -2.290 -1.808 -4.248
H -4.157 -2.125 -2.634
H -4.041 -1.061 -0.430
H -5.355 1.020 0.680
H -4.666 1.344 -0.919
H -5.406 2.640 0.006
H -4.288 2.232 2.747
H -4.213 3.769 1.910
H -2.739 3.071 2.580
H -3.006 2.903 -1.266
H -1.780 3.334 -0.071
H -3.347 4.154 -0.085
H -2.998 1.188 3.853
H -1.397 0.445 3.637
H -2.687 -0.440 4.426
H -4.994 0.380 2.492
H -4.693 -1.215 3.147
H -4.849 -1.024 1.411
H -1.249 -1.769 2.396
H -2.549 -2.300 1.296
H -2.764 -2.376 3.044
C 1.316 -7.906 2.147
C 1.023 -6.507 1.687
C 0.258 -6.272 0.544
C -0.052 -4.993 0.126
C -0.887 -4.823 -1.127
C 0.438 -3.895 0.874
C 0.020 -2.579 0.468
O 0.446 -1.525 0.954
C 1.259 -4.115 2.014
C 1.849 -2.999 2.848
C 1.516 -5.414 2.396
H 1.024 -8.644 1.403
H 0.770 -8.119 3.070
H 2.378 -8.030 2.369
H -0.103 -7.118 -0.034
H -1.025 -5.787 -1.613
H -0.418 -4.151 -1.852
H -1.879 -4.428 -0.899
H -0.757 -2.543 -0.308
H 2.241 -2.190 2.241
H 2.650 -3.384 3.475
H 1.090 -2.565 3.510
H 2.137 -5.588 3.272
```

Molecular weight: 898.04 g mol⁻¹
Orbital gap (alpha / beta): 8.123 / 4.906 eV
Multiplicity: 5
Expectation value of S²: 6.035
LUMO energy (alpha / beta): -5.32 / -8.93 eV
Net charge: +2
Largest force on an atom: 0.0173 Eh/bohr